90
Properties=species:S:1:pos:R:3:forces:R:3:lowdin_charge:R:1 method="wB97M-V/def2-TZVPD" spin_multiplicity=1 energy_ev=-92021.4701
C 6.529 -6.993 -0.405 -1.02 0.15 -0.30 -0.0709
C 6.508 -5.476 -0.660 0.61 -0.03 0.81 -0.2777
O 7.106 -5.090 -1.882 -0.24 -0.21 0.01 -0.2108
C 6.351 -5.494 -3.017 -0.04 0.21 -0.28 -0.3286
Si 5.093 -4.232 -3.618 0.31 0.10 0.05 0.5707
O 3.696 -4.253 -2.706 0.05 -0.12 -0.69 -0.4088
Si 2.230 -4.646 -3.345 -0.46 0.24 0.42 0.0789
Cl 1.610 -6.452 -2.536 0.13 -0.01 -0.03 0.3155
C 0.924 -3.387 -2.996 -0.13 -0.15 -0.07 -0.2943
C -0.437 -3.793 -3.631 0.16 0.60 0.01 -0.2591
C -1.628 -3.548 -2.694 0.43 -0.07 0.31 -0.2002
C -2.004 -4.741 -1.816 -0.31 0.12 -0.23 -0.1753
C -2.413 -5.990 -2.571 -0.20 -0.22 0.54 -0.2517
O -3.601 -5.760 -3.314 0.18 0.06 -0.17 -0.1823
C -4.460 -6.875 -3.330 -0.11 -0.20 -0.07 -0.1222
H 6.963 -7.244 0.558 0.24 0.00 -0.07 0.0679
H 5.500 -7.360 -0.387 0.05 -0.17 0.02 0.0692
H 7.023 -7.519 -1.220 0.30 0.00 0.14 0.0746
H 7.114 -5.006 0.115 0.06 0.17 -0.13 0.1136
H 5.504 -5.057 -0.535 -0.10 -0.08 -0.31 0.1101
H 5.853 -6.463 -2.891 0.10 -0.06 0.15 0.0844
H 7.063 -5.632 -3.838 0.01 0.00 -0.02 0.0864
H 5.669 -2.874 -3.651 -0.03 0.02 0.23 -0.0183
H 4.793 -4.575 -5.028 -0.13 -0.12 0.02 -0.0232
H 2.323 -4.821 -4.804 0.11 -0.16 -0.01 -0.0007
H 0.797 -3.184 -1.931 0.16 -0.10 0.06 0.0818
H 1.268 -2.455 -3.454 0.02 0.07 0.13 0.0790
H -0.409 -4.825 -3.984 -0.14 -0.01 -0.06 0.0656
H -0.571 -3.153 -4.503 -0.03 -0.21 -0.18 0.1057
H -1.349 -2.735 -2.019 -0.16 0.15 -0.09 0.1003
H -2.493 -3.193 -3.252 -0.09 -0.21 -0.05 0.1106
H -1.203 -5.012 -1.122 0.16 0.07 -0.11 0.1120
H -2.856 -4.438 -1.202 0.01 -0.07 0.09 0.1171
H -2.609 -6.774 -1.831 0.05 -0.02 0.02 0.1163
H -1.614 -6.371 -3.217 -0.03 0.07 -0.13 0.1049
H -5.044 -6.876 -4.250 -0.02 0.19 -0.02 0.0833
H -5.148 -6.852 -2.478 0.01 -0.01 0.04 0.0874
H -3.911 -7.821 -3.300 0.07 0.01 -0.01 0.0837
O -2.571 -0.096 -0.791 -0.82 -1.68 1.58 -0.2142
P -3.369 0.938 -0.121 1.22 4.05 -2.40 0.4451
O -4.554 1.425 -1.104 -0.14 -0.46 0.51 -0.1910
C -5.581 0.496 -1.474 -0.18 -0.21 -0.15 -0.2689
C -6.483 0.116 -0.315 0.13 0.02 0.15 -0.0805
O -2.446 2.262 -0.144 -0.23 -0.04 0.37 -0.2193
C -1.138 2.283 -0.715 0.36 0.14 -0.19 -0.2653
C -1.183 2.659 -2.181 -0.19 0.06 -0.08 -0.0692
O -4.000 1.182 1.303 0.01 -1.77 0.19 -0.1866
C -3.957 2.416 2.043 -0.01 0.32 0.56 -0.2429
C -4.717 3.546 1.392 -0.10 -0.03 -0.32 -0.0702
H -5.122 -0.394 -1.912 0.05 0.03 0.01 0.1128
H -6.164 0.985 -2.253 0.09 0.10 0.00 0.1171
H -5.938 -0.446 0.446 -0.02 -0.03 -0.03 0.0705
H -7.308 -0.506 -0.665 0.01 0.02 -0.05 0.0790
H -6.889 1.005 0.168 -0.05 0.01 -0.05 0.0748
H -0.633 1.330 -0.560 -0.19 -0.12 -0.06 0.1073
H -0.572 3.033 -0.160 -0.11 0.02 0.08 0.1148
H -1.904 2.047 -2.724 0.07 -0.14 0.05 0.0743
H -0.202 2.532 -2.641 0.01 0.03 0.03 0.0773
H -1.491 3.699 -2.298 0.04 0.01 0.00 0.0758
H -2.926 2.691 2.255 0.09 -0.07 -0.27 0.1131
H -4.417 2.183 3.003 -0.04 -0.21 -0.08 0.1195
H -4.309 3.809 0.419 0.10 -0.03 0.02 0.0710
H -4.662 4.429 2.031 -0.03 -0.05 0.07 0.0825
H -5.764 3.278 1.246 -0.01 0.02 0.09 0.0766
O 1.356 4.840 1.827 1.96 -1.41 -0.17 -0.2146
P 1.819 5.356 3.121 -3.37 3.27 1.15 0.4460
O 0.839 4.832 4.292 0.59 -0.31 -0.12 -0.1929
C 0.778 3.427 4.576 -0.08 -0.30 0.02 -0.2705
C 2.057 2.889 5.189 0.13 0.13 -0.09 -0.0788
O 1.407 6.920 3.116 0.39 -0.07 0.18 -0.2196
C 0.749 7.532 2.008 -0.25 0.17 -0.22 -0.2723
C -0.757 7.443 2.144 -0.09 -0.04 0.18 -0.0700
O 3.184 5.526 3.885 0.59 -1.32 -1.02 -0.1849
C 3.607 6.694 4.613 0.47 0.38 0.27 -0.2426
C 2.766 6.991 5.831 -0.30 -0.15 0.03 -0.0713
H 0.532 2.883 3.660 0.00 0.06 -0.02 0.1118
H -0.051 3.296 5.271 -0.03 0.13 -0.02 0.1167
H 2.887 2.938 4.482 -0.02 -0.05 0.00 0.0716
H 1.926 1.848 5.483 -0.05 0.01 0.00 0.0799
H 2.342 3.474 6.064 -0.05 -0.03 0.05 0.0755
H 1.090 7.100 1.068 -0.01 -0.20 0.07 0.1071
H 1.058 8.579 2.006 0.07 -0.03 0.12 0.1173
H -1.074 6.421 2.351 0.08 -0.06 -0.13 0.0721
H -1.247 7.780 1.229 0.02 0.03 0.00 0.0777
H -1.102 8.062 2.973 0.00 0.02 -0.02 0.0759
H 3.670 7.550 3.945 -0.25 -0.07 -0.14 0.1159
H 4.627 6.474 4.928 -0.02 -0.20 -0.10 0.1203
H 1.730 7.201 5.574 0.02 0.04 -0.10 0.0707
H 3.172 7.865 6.341 0.08 -0.04 0.00 0.0834
H 2.767 6.145 6.520 0.09 0.03 0.03 0.0770

=====

104
Properties=species:S:1:pos:R:3:forces:R:3:lowdin_charge:R:1 method="wB97M-V/def2-TZVPD" spin_multiplicity=1 charge=-1 energy_ev=-100842.3250
C 4.600 -0.280 0.011 -0.39 0.16 0.42 -0.1211
O 3.452 -1.159 0.072 1.19 -0.20 -1.09 -0.2419
C 3.750 -2.409 -0.613 -0.13 -0.41 0.48 -0.2269
C 2.462 -3.077 -1.275 0.00 0.32 -0.49 -0.1734
C 1.087 -2.343 -0.906 0.15 -0.11 -0.43 -0.1874
C -0.117 -2.851 -1.832 0.23 -1.41 0.71 -0.2551
C -1.461 -3.040 -0.994 -0.72 0.39 0.09 -0.2457
Al -2.712 -1.395 -1.078 2.48 -1.49 0.27 0.3973
B -1.519 0.296 -1.161 0.82 1.85 -0.81 -0.5168
O -0.576 0.363 -2.270 -1.52 -0.05 1.12 0.0036
N -1.506 1.431 -0.199 0.30 1.08 -2.69 -0.1276
C -0.589 2.509 -0.749 -0.11 0.76 0.54 -0.1248
C -2.861 2.120 -0.148 -0.40 -0.84 2.11 -0.1096
S -3.806 -1.543 -3.099 -3.06 2.99 -2.74 0.7132
O -3.503 -0.262 -3.836 0.32 -2.81 1.20 -0.4129
O -5.293 -1.673 -3.011 2.93 -1.05 -0.12 -0.3849
F -3.108 -2.770 -4.049 -1.02 1.15 0.90 -0.2966
S -4.064 -1.552 0.784 0.22 0.66 4.27 0.7305
O -4.364 -0.250 1.468 -0.09 -1.87 -1.80 -0.3973
O -3.448 -2.514 1.769 -1.28 1.03 -2.29 -0.3967
C -5.731 -2.313 0.310 -1.83 -1.02 0.67 -0.5489
F -6.350 -2.808 1.463 0.91 0.80 -1.87 0.0552
F -6.607 -1.395 -0.245 1.69 -1.89 0.63 0.0800
F -5.529 -3.419 -0.522 -0.49 2.16 1.14 0.0566
H 4.318 0.675 0.565 0.44 -1.33 -0.82 0.0752
H 4.856 -0.045 -1.080 -0.17 -0.29 1.42 0.0962
H 5.477 -0.772 0.550 -0.84 0.70 -0.78 0.0945
H 4.584 -2.232 -1.362 -1.03 -0.23 0.66 0.1089
H 4.143 -3.130 0.171 -0.21 0.75 -0.80 0.1159
H 2.444 -4.172 -0.953 -0.20 1.42 -0.36 0.1098
H 2.587 -3.099 -2.413 -0.18 0.17 1.46 0.1098
H 0.886 -2.596 0.189 0.04 0.60 -1.44 0.1220
H 1.185 -1.215 -1.051 0.03 -1.57 0.47 0.1096
H -0.260 -2.217 -2.756 0.31 -0.51 1.07 0.0918
H 0.184 -3.893 -2.203 -0.37 1.30 0.32 0.1023
H -1.252 -3.170 0.122 -0.13 -0.02 -1.58 0.0518
H -2.092 -3.928 -1.327 1.17 1.00 0.37 0.0558
H -1.014 0.096 -3.102 0.29 -0.12 0.43 0.0568
H -1.034 2.830 -1.745 1.11 -0.30 0.91 0.0887
H -0.633 3.440 -0.083 0.11 -1.36 -0.64 0.0907
H 0.487 2.177 -0.813 -1.28 0.26 -0.15 0.0878
H -3.653 1.486 -0.644 0.74 1.03 0.37 0.0671
H -3.128 2.161 0.964 0.01 0.15 -1.52 0.0885
H -2.815 3.185 -0.528 -0.12 -1.46 0.08 0.0836
C 3.973 3.900 3.558 -0.30 -0.27 -0.35 -0.2484
C 4.861 2.678 3.398 0.23 0.25 0.00 -0.2244
O 5.031 2.395 2.005 0.02 0.00 -0.02 -0.0897
O 2.715 3.672 2.932 0.12 -0.12 0.15 -0.0676
H 3.800 4.126 4.611 -0.01 0.00 -0.05 0.1211
H 4.429 4.772 3.073 0.31 0.04 0.19 0.1132
H 4.390 1.802 3.848 -0.05 0.04 -0.14 0.1294
H 5.840 2.833 3.855 -0.15 0.07 0.14 0.0877
H 5.580 3.096 1.635 -0.09 -0.10 0.01 0.0938
H 2.904 3.159 2.133 -0.12 0.10 0.09 0.0780
C 8.351 3.753 5.144 -0.19 0.36 -0.19 -0.2426
C 9.437 4.085 4.134 0.15 0.05 0.40 -0.2346
O 9.706 5.488 4.171 -0.04 0.00 -0.06 -0.0755
O 7.175 4.501 4.853 0.15 -0.03 -0.18 -0.0838
H 8.101 2.690 5.119 -0.04 0.05 0.00 0.1197
H 8.672 4.023 6.156 0.25 -0.20 0.04 0.1155
H 9.103 3.850 3.122 0.01 0.07 0.06 0.1241
H 10.360 3.535 4.343 -0.10 -0.18 -0.04 0.1183
H 10.144 5.677 5.010 -0.05 0.03 -0.13 0.0918
H 7.482 5.370 4.551 -0.08 -0.10 0.11 0.0847
C -1.058 1.669 -7.671 0.21 0.21 0.40 -0.2521
C -0.984 0.463 -6.749 -0.46 0.09 0.04 -0.2270
O -1.533 0.806 -5.478 0.36 0.21 -0.26 -0.0907
O -0.353 2.762 -7.095 0.12 -0.15 -0.04 -0.0766
H -0.618 1.448 -8.646 0.01 0.06 0.03 0.1155
H -2.099 1.984 -7.810 -0.14 -0.27 -0.14 0.1110
H 0.054 0.173 -6.582 -0.05 0.05 0.02 0.1257
H -1.533 -0.390 -7.160 0.11 -0.02 -0.15 0.1212
H -2.486 0.915 -5.591 0.04 -0.28 0.35 0.0698
H -0.521 2.712 -6.141 -0.01 0.03 -0.14 0.0793
C -2.141 -2.606 4.837 0.25 0.33 -0.19 -0.2534
C -2.283 -1.674 6.028 -0.25 0.06 -0.31 -0.2415
O -1.983 -0.338 5.621 0.01 0.01 0.15 -0.0759
O -0.820 -2.521 4.310 0.10 -0.11 0.35 -0.0732
H -2.335 -3.643 5.121 0.06 0.01 0.00 0.1164
H -2.833 -2.318 4.039 -0.24 -0.08 0.15 0.0923
H -1.567 -1.939 6.809 0.00 0.08 -0.05 0.1177
H -3.295 -1.707 6.443 0.00 -0.20 0.04 0.1143
H -2.700 -0.043 5.044 0.16 -0.02 -0.03 0.0963
H -0.563 -1.590 4.390 -0.08 -0.13 -0.18 0.0794
C -4.659 4.082 -4.851 0.19 0.18 0.46 -0.2460
C -4.584 2.871 -3.934 -0.42 0.04 -0.14 -0.2385
O -5.131 3.212 -2.658 0.07 0.13 0.01 -0.0728
O -3.952 5.173 -4.270 0.10 -0.08 -0.04 -0.0762
H -4.221 3.865 -5.827 0.02 0.06 0.03 0.1145
H -5.700 4.398 -4.986 -0.14 -0.25 -0.16 0.1114
H -3.545 2.580 -3.770 -0.08 0.00 0.06 0.1165
H -5.134 2.020 -4.346 0.18 -0.04 -0.11 0.1181
H -6.083 3.322 -2.771 0.11 -0.08 0.08 0.0922
H -4.118 5.118 -3.317 0.01 -0.01 -0.15 0.0760
C -1.963 -6.841 2.232 0.23 0.09 -0.45 -0.2467
C -2.090 -5.360 1.912 -0.46 -0.13 0.03 -0.2342
O -2.539 -5.205 0.566 -0.07 -0.55 0.17 -0.1050
O -1.058 -7.457 1.321 0.11 0.02 0.05 -0.0810
H -1.593 -6.995 3.247 0.04 -0.03 -0.06 0.1161
H -2.933 -7.341 2.123 -0.18 0.13 0.22 0.1110
H -1.118 -4.869 1.984 -0.07 0.01 -0.03 0.1287
H -2.793 -4.863 2.586 0.14 0.02 0.10 0.1061
H -3.458 -5.499 0.531 0.08 0.16 0.01 0.0985
H -1.212 -7.028 0.466 -0.01 -0.03 0.15 0.0770